(1)
ORCA calculation (ωB97M-V/def2-TZVPD) on a molecular structure, C3H4O3Rb at a distorted geometry.

```
! RIJCOSX wB97M-V def2-TZVPD def2/J DEFGRID3
* xyz 0 2
O -1.52439 1.93503 0.46600
C -0.46773 1.29797 0.24139
O 0.63519 1.80674 -0.06793
O -0.60445 -0.05527 0.24705
C 0.48463 -0.83272 -0.21897
C 0.13331 -2.26532 -0.24884
H 1.25590 -1.08885 0.63465
H 0.87270 -0.41979 -1.16581
H 0.38574 -2.91707 0.58912
H -0.74416 -2.57166 -0.82456
Rb -0.42674 5.11094 0.34790
*
```

Computed properties:
Energy relative to the best compared isomer or geometry (same formula, charge and spin) = 86.14 kJ/mol
HOMO level (spin up / spin down) = -0.28159 / -0.28102 Ha
Electronic energy = -9971.3891 eV
Kohn-Sham gap (spin up / spin down) = 6.53 / 6.51 eV

=====

(2)
ORCA calculation (ωB97M-V/def2-TZVPD) on 2 unconnected molecules or ions with the total composition C3H10N3P at a distorted geometry.

```
! RIJCOSX wB97M-V def2-TZVPD def2/J DEFGRID3
* xyz 2 1
C 0.99353 -1.83750 0.00479
C -0.08299 0.27277 0.07778
C 1.85121 2.81788 0.10255
N 0.99163 -3.07203 0.29396
N -0.15327 -1.10516 0.01941
N -1.16503 0.85724 0.02046
P -2.95658 0.17347 0.01692
H 1.87298 -1.34372 -0.26745
H 1.19699 2.56752 0.88877
H 2.90917 2.63612 0.10724
H 1.34334 3.40118 -0.68989
H 1.86144 -3.61093 -0.06543
H 0.23937 -3.56927 0.58638
H -0.95591 -1.55888 0.31003
H -1.23655 1.93976 -0.02118
H -2.96966 -0.04785 -1.38428
H -3.73966 1.47940 -0.00005
*
```

Computed properties:
Energy relative to the best compared isomer or geometry (same formula, charge and spin) = 438.19 kJ/mol
HOMO level (spin up / spin down) = -0.61682 / -0.63521 Ha
Electronic energy = -17009.6560 eV
Kohn-Sham gap (spin up / spin down) = 5.60 / 7.26 eV

=====

(3)
ORCA calculation (ωB97M-V/def2-TZVPD) on 2 unconnected molecules or ions with the total composition C5H5N2 at a distorted geometry.

```
! RIJCOSX wB97M-V def2-TZVPD def2/J DEFGRID3
* xyz 1 1
C 0.17346 2.67268 1.34293
C -1.16540 -0.66293 0.83822
C 0.03247 -1.11019 -1.82897
C 0.66692 -0.67870 -0.66377
C 0.20120 -0.45745 0.64685
N -2.19256 -1.14813 0.85653
N 0.21242 1.59122 0.96282
H -0.14363 3.63903 1.72526
H 0.57591 -1.38248 -2.66068
H -0.94430 -1.49219 -1.87778
H 1.62938 -0.38433 -0.77900
H 0.95412 -0.58651 1.43759
*
```

Computed properties:
Energy relative to the best compared isomer or geometry (same formula, charge and spin) = 188.72 kJ/mol
HOMO level = -0.58307 Ha
Electronic energy = -8234.4903 eV
Kohn-Sham gap = 9.01 eV

=====

(4)
ORCA calculation (ωB97M-V/def2-TZVPD) on a molecular structure, C34H27HgN6O2P at a distorted geometry.

```
! RIJCOSX wB97M-V def2-TZVPD def2/J DEFGRID3
* xyz -1 2
Hg 0.48840 -0.27065 1.41479
C -0.78342 1.83251 5.22329
C -0.68156 1.37856 3.79324
N 0.34058 0.64162 3.38882
N 1.32006 0.29172 4.23051
C 2.39319 -0.20638 3.62598
O 2.58094 -0.22712 2.36654
C 3.37577 -0.80477 4.54508
C 3.29531 -0.59191 5.92149
C 4.14589 -1.25727 6.78027
C 5.08950 -2.14494 6.27948
C 5.19655 -2.33509 4.90999
C 4.35130 -1.66593 4.04645
C -1.62007 1.77394 2.80746
C -2.69348 2.66163 3.07431
C -3.49096 3.10111 2.05429
C -3.23892 2.65660 0.74357
C -2.19996 1.77031 0.55770
N -1.41455 1.32250 1.52208
H 0.02004 1.36489 5.78663
H -1.74000 1.53935 5.65634
H -0.68495 2.91624 5.29531
H 2.54554 0.09248 6.28657
H 4.07221 -1.09836 7.84866
H 5.73843 -2.68515 6.95639
H 5.93620 -3.02077 4.51865
H 4.40457 -1.80708 2.97774
H -2.85860 3.00650 4.08568
H -4.30005 3.79263 2.24751
H -3.83053 2.99877 -0.09165
H -1.97913 1.40307 -0.43668
N 1.03781 -2.19848 0.77690
C 2.06505 -2.45678 0.25295
N 3.12268 -2.92507 -0.19813
C 3.91084 -2.74387 -1.19321
N 4.67769 -2.67261 -2.05717
O -0.00819 -0.19619 -1.05750
P -0.65841 -0.11690 -2.38098
C 0.08451 -1.30057 -3.53869
C -0.61774 -1.91249 -4.57169
C 0.02495 -2.82484 -5.38740
C 1.36598 -3.12010 -5.18722
C 2.07680 -2.49693 -4.16957
C 1.43260 -1.59005 -3.34985
C -0.50854 1.53066 -3.09597
C 0.16638 2.48618 -2.33921
C 0.33438 3.76511 -2.82855
C -0.17310 4.10023 -4.07832
C -0.83373 3.14468 -4.84029
C -0.99491 1.86030 -4.36199
C -2.43203 -0.53638 -2.30937
C -2.74314 -1.77721 -1.76144
C -4.06485 -2.13157 -1.55905
C -5.07949 -1.25320 -1.90793
C -4.77128 -0.01253 -2.44480
C -3.44877 0.35096 -2.63457
H -1.66575 -1.68646 -4.71911
H -0.52738 -3.31493 -6.17879
H 1.85468 -3.84453 -5.82243
H 3.12021 -2.72379 -3.99858
H 1.96164 -1.10838 -2.53906
H 0.54536 2.20402 -1.36652
H 0.85791 4.50607 -2.24123
H -0.04917 5.10297 -4.46138
H -1.22248 3.40971 -5.81419
H -1.49396 1.10982 -4.96017
H -1.93589 -2.44521 -1.49011
H -4.30740 -3.08973 -1.12068
H -6.11349 -1.52740 -1.74848
H -5.56195 0.67817 -2.70517
H -3.20614 1.32830 -3.02756
*
```

Computed properties:
Energy relative to the best compared isomer or geometry (same formula, charge and spin) = 93.21 kJ/mol
HOMO level (spin up / spin down) = -0.07434 / -0.15399 Ha
Electronic energy = -62196.4184 eV
Kohn-Sham gap (spin up / spin down) = 4.24 / 6.41 eV